C48H71AlN3O2STe as an isolated structure. Source: the Open Molecules 2025 dataset; level of theory: ωB97M-V with the def2-TZVPD basis set.

Geometry as XYZ:
```
127
Properties=species:S:1:pos:R:3:forces:R:3
Al 1.6883 -0.6020 0.2095 0.05 0.36 0.63
C 4.8667 -0.4942 -0.7007 0.02 0.05 -0.05
N 4.1475 -0.4396 0.5800 -0.08 0.04 -0.11
C 4.7543 -1.3992 1.5225 -0.06 -0.07 0.02
C 4.3383 0.9149 1.1410 -0.01 0.01 0.08
C 3.2094 1.8373 0.7516 0.03 -0.01 0.01
N 1.9070 1.2435 1.1169 -0.14 0.02 -0.21
C 0.8335 2.1136 0.5955 0.02 0.06 -0.02
C 0.7649 2.2292 -0.9112 -0.04 -0.06 -0.05
C 0.1167 3.3738 -1.3796 0.05 0.04 -0.01
C -0.0278 3.6336 -2.7249 -0.05 0.02 -0.01
C 0.5121 2.6939 -3.6050 -0.05 -0.05 -0.01
C 1.1584 1.5346 -3.2065 -0.03 0.05 0.06
C 1.2773 1.2860 -1.8138 0.22 0.02 0.07
O 1.9255 0.1741 -1.3751 -0.12 -0.09 -0.18
C 1.7279 0.5803 -4.2633 0.07 0.05 -0.01
C 1.5181 1.1063 -5.6861 0.04 -0.01 -0.04
C 1.0345 -0.7817 -4.1884 -0.08 -0.05 0.00
C 3.2391 0.4023 -4.0591 -0.01 -0.05 0.00
C -0.7219 4.8785 -3.2752 0.00 -0.03 0.04
C 0.2374 5.6417 -4.1979 0.02 0.02 0.00
C -1.1707 5.8217 -2.1598 -0.02 -0.01 0.01
C -1.9603 4.4525 -4.0744 0.03 0.00 -0.04
C 1.7789 1.1561 2.5900 0.06 0.03 0.00
C 0.6481 0.2977 3.0547 -0.03 -0.02 0.08
C -0.3325 0.8192 3.8871 0.04 0.00 0.01
C -1.2905 -0.0030 4.4556 -0.04 -0.01 -0.01
C -1.1860 -1.3648 4.1829 -0.05 -0.01 -0.05
C -0.2310 -1.9359 3.3441 0.01 0.04 0.02
C 0.6878 -1.0622 2.7248 0.05 -0.08 -0.07
O 1.6006 -1.4686 1.8030 -0.06 0.03 0.10
C -0.2514 -3.4463 3.0919 0.05 0.01 0.03
C -1.1042 -4.1938 4.1228 0.00 -0.02 0.01
C 1.1591 -4.0487 3.1597 0.00 -0.02 -0.02
C -0.8854 -3.6859 1.7197 -0.05 -0.02 -0.06
C -2.4281 0.5140 5.3334 0.01 -0.01 -0.01
C -2.4497 -0.2380 6.6709 0.01 0.00 0.01
C -3.7583 0.2824 4.6022 0.01 0.00 0.02
C -2.2864 2.0074 5.6247 -0.02 0.01 0.00
H 5.9488 -0.4381 -0.5380 0.00 0.00 -0.01
H 4.5549 0.3349 -1.3300 -0.02 0.00 -0.02
H 4.6479 -1.4195 -1.2301 0.04 -0.03 0.02
H 5.7391 -1.0460 1.8478 0.00 0.00 -0.03
H 4.8833 -2.3671 1.0470 -0.04 -0.04 -0.03
H 4.1028 -1.5225 2.3864 0.00 0.02 0.00
H 5.2953 1.3348 0.8136 -0.01 0.00 -0.04
H 4.4074 0.8282 2.2227 0.01 0.02 0.01
H 3.2031 2.0091 -0.3231 0.01 0.02 -0.02
H 3.3220 2.8096 1.2452 0.01 -0.01 0.02
H 0.9815 3.1177 1.0141 -0.01 0.00 -0.01
H -0.1066 1.7373 0.9963 -0.03 -0.02 0.01
H -0.2529 4.0785 -0.6445 -0.02 -0.01 0.01
H 0.4203 2.8904 -4.6628 0.00 0.02 0.02
H 0.4623 1.2512 -5.9209 0.00 -0.03 -0.01
H 1.9141 0.3754 -6.3927 0.01 0.00 0.00
H 2.0439 2.0470 -5.8567 0.00 0.02 0.01
H -0.0250 -0.6834 -4.4375 -0.03 0.00 0.03
H 1.1263 -1.2155 -3.1944 0.01 -0.02 0.08
H 1.4851 -1.4616 -4.9164 0.00 -0.02 0.01
H 3.7456 1.3692 -4.0516 0.00 0.01 -0.01
H 3.6586 -0.1924 -4.8742 0.00 0.00 -0.02
H 3.4407 -0.1065 -3.1213 0.02 0.01 0.03
H 1.1521 5.9143 -3.6688 0.00 0.01 0.01
H -0.2357 6.5579 -4.5559 -0.01 0.00 -0.01
H 0.5166 5.0524 -5.0717 0.01 -0.02 0.00
H -0.3284 6.1622 -1.5548 0.01 0.01 0.00
H -1.9013 5.3479 -1.5005 0.00 -0.01 0.01
H -1.6436 6.7027 -2.5958 0.00 0.00 0.00
H -1.6947 3.7865 -4.8970 0.00 0.00 -0.01
H -2.4594 5.3268 -4.4972 0.00 0.00 0.00
H -2.6681 3.9299 -3.4301 -0.05 -0.03 0.04
H 1.6997 2.1693 2.9995 -0.02 -0.01 0.01
H 2.6927 0.7108 2.9752 0.02 0.03 0.01
H -0.3131 1.8811 4.0988 0.00 0.01 0.00
H -1.9071 -2.0221 4.6458 0.00 0.01 0.01
H -0.7685 -4.0017 5.1430 0.01 0.01 0.01
H -1.0178 -5.2659 3.9396 0.00 0.00 0.00
H -2.1627 -3.9386 4.0523 0.00 -0.02 -0.01
H 1.5883 -3.8967 4.1520 0.00 0.00 0.01
H 1.8335 -3.6018 2.4339 -0.01 0.00 -0.01
H 1.1080 -5.1256 2.9821 -0.01 -0.01 0.00
H -1.8970 -3.2725 1.6973 -0.01 0.00 -0.01
H -0.9681 -4.7565 1.5145 0.03 -0.01 -0.02
H -0.3109 -3.2115 0.9240 0.05 -0.01 -0.03
H -2.6699 -1.2977 6.5407 0.01 -0.02 -0.01
H -3.2200 0.1791 7.3216 -0.02 0.00 0.00
H -1.4892 -0.1533 7.1814 0.01 0.01 0.00
H -3.9017 -0.7732 4.3669 -0.01 -0.01 0.00
H -3.7878 0.8439 3.6651 0.00 -0.01 0.00
H -4.5972 0.6076 5.2205 -0.01 0.01 0.01
H -1.3501 2.2305 6.1393 0.00 0.00 0.01
H -3.1050 2.3329 6.2678 0.00 0.00 0.00
H -2.3294 2.6056 4.7121 0.01 0.00 -0.02
C 1.3276 -4.8866 -0.8625 0.03 0.02 -0.02
Te 2.6245 -3.2119 -0.6701 0.04 -0.19 -0.13
C 3.1214 -3.3355 -2.7354 0.06 0.01 0.01
H 0.8984 -4.8564 -1.8593 -0.06 -0.01 -0.02
H 0.5461 -4.8596 -0.1171 -0.04 0.01 0.08
H 1.9408 -5.7739 -0.7381 -0.04 -0.03 -0.02
H 3.5804 -4.3068 -2.8980 0.01 0.00 -0.03
H 3.8205 -2.5482 -3.0042 -0.01 0.02 0.02
H 2.2195 -3.2326 -3.3293 -0.03 -0.01 -0.02
N -0.2637 -0.6853 0.0776 0.09 -0.14 -0.13
S -1.1592 -0.5268 -1.2379 -0.05 0.08 -0.12
C -2.4680 0.6201 -0.8550 0.04 0.10 0.01
C -2.6644 1.0653 0.4409 -0.05 -0.01 -0.01
C -3.6864 1.9734 0.6900 0.04 -0.03 0.00
C -4.4927 2.4152 -0.3471 -0.03 0.00 -0.03
C -4.2875 1.9515 -1.6417 0.02 0.04 -0.01
C -3.2668 1.0539 -1.9042 0.03 0.03 0.00
C -2.1171 -2.0199 -1.4145 -0.01 -0.07 0.11
C -1.6009 -2.9890 -2.2637 -0.02 -0.02 0.01
C -2.2665 -4.1994 -2.3916 0.03 -0.01 -0.01
C -3.4320 -4.4292 -1.6749 -0.01 0.00 0.00
C -3.9417 -3.4508 -0.8310 0.01 0.01 0.00
C -3.2860 -2.2378 -0.6965 0.01 -0.03 -0.01
H -0.7925 -1.0401 0.8707 0.05 -0.03 0.00
H -2.0429 0.7030 1.2502 0.03 0.04 0.06
H -3.8524 2.3278 1.6986 0.00 0.01 0.01
H -5.2875 3.1218 -0.1490 0.00 0.00 0.00
H -4.9165 2.2992 -2.4498 -0.01 0.00 0.00
H -3.0953 0.6966 -2.9127 0.02 0.00 -0.01
H -0.6952 -2.7924 -2.8224 0.06 0.02 -0.04
H -1.8815 -4.9595 -3.0585 0.01 0.00 0.00
H -3.9524 -5.3714 -1.7813 0.00 -0.01 0.00
H -4.8539 -3.6313 -0.2787 -0.01 0.00 0.00
H -3.6858 -1.4696 -0.0472 -0.01 -0.01 0.01
```
Positions in Å, forces in eV/Å.

The charge is +1. The LUMO energy comes out at -1.921 eV. For the orbital gap, the calculation gives 8.2 eV. The calculation puts the calculated total energy at -84219.97824 eV.